1.
C29H47CsFNO10PSb as an isolated structure in a non-equilibrium geometry, computed with the ωB97M-V functional and the def2-TZVPD basis.

Positions of all 91 atoms, in Å:
Cs -0.6361 -0.4332 0.0040
O 0.0183 -1.1898 3.6205
C 0.7689 -0.3862 3.0313
O 0.4097 0.5082 2.2299
C 2.2909 -0.5411 3.2552
C 3.0190 0.7818 3.5581
C 4.3288 0.4614 4.3053
C 5.1688 -0.1574 3.1558
C 4.2153 0.0185 1.9549
O 3.5253 1.2230 2.2960
C 3.1062 -1.0332 2.0118
C 2.2894 -1.1576 0.7084
O 2.5625 -0.4208 -0.2798
O 1.3839 -2.0093 0.7346
H 2.4184 -1.2390 4.0826
H 2.3939 1.5592 3.9900
H 4.7871 1.3790 4.6786
H 4.1759 -0.2164 5.1450
H 6.0981 0.3923 2.9991
H 5.4188 -1.2059 3.3257
H 4.6817 0.1236 0.9791
H 3.5096 -2.0297 2.2058
O 1.2536 5.1499 0.1054
C 0.5420 4.2707 -0.5973
O -0.4951 4.5510 -1.1464
C 1.1428 2.8610 -0.5507
N 2.4888 2.9265 0.0319
C 3.4780 2.7661 -1.0533
C 2.6806 2.7251 -2.3650
C 1.2960 2.2381 -1.9379
H 0.5073 2.2587 0.0989
H 2.6069 2.1887 0.7222
H 2.0423 4.5938 0.3860
H 4.0397 1.8407 -0.9170
H 4.1835 3.6017 -1.0454
H 3.1462 2.0641 -3.0954
H 2.6170 3.7232 -2.8087
H 1.3179 1.1553 -1.8235
H 0.4947 2.5290 -2.6161
C -5.2473 2.8962 3.8752
C -4.8712 1.4857 4.2939
O -4.4174 0.7283 3.1892
P -2.7760 0.7505 2.8528
O -2.8100 -0.5014 1.8065
C -2.9249 -1.8613 2.2273
C -4.3509 -2.3191 1.9758
O -2.6428 1.8206 1.6449
C -3.5166 1.7577 0.5006
C -3.6795 3.1600 -0.0465
H -5.6005 3.4744 4.7325
H -6.0369 2.8653 3.1229
H -4.3818 3.4017 3.4444
H -5.7376 0.9541 4.6944
H -4.0942 1.5070 5.0694
H -2.6043 -1.9456 3.2679
H -2.2282 -2.4580 1.6331
H -5.0518 -1.7076 2.5434
H -4.4880 -3.3672 2.2516
H -4.5759 -2.2159 0.9129
H -4.4769 1.3309 0.7930
H -3.0927 1.1052 -0.2602
H -4.1505 3.8111 0.6925
H -4.3040 3.1358 -0.9413
H -2.7086 3.5784 -0.3171
C 5.9328 -1.9684 -3.8027
Sb 4.7120 -1.0795 -2.2209
C 4.2775 -3.0006 -1.3704
C 2.9372 -1.0159 -3.4161
H 5.4037 -2.7691 -4.3234
H 6.8386 -2.3828 -3.3528
H 6.2329 -1.2143 -4.5333
H 3.8878 -3.6512 -2.1546
H 3.5338 -2.9115 -0.5813
H 5.1951 -3.4346 -0.9688
H 2.8194 -1.9494 -3.9682
H 2.9607 -0.1897 -4.1273
H 2.1020 -0.8927 -2.7300
F -5.2792 -5.5566 -5.3748
C -4.7121 -4.4355 -4.7802
C -5.2107 -3.9650 -3.5786
C -4.6509 -2.8513 -2.9844
C -3.5440 -2.1299 -3.5586
C -2.9773 -1.0124 -2.9695
C -3.0812 -2.6810 -4.8076
C -3.6479 -3.7946 -5.3928
H -6.0443 -4.4728 -3.1043
H -5.0656 -2.5037 -2.0432
H -3.4123 -0.5818 -2.0738
H -2.2081 -0.4429 -3.4794
H -2.2469 -2.1999 -5.3077
H -3.2610 -4.1709 -6.3343

Its charge is -2. The orbital gap is 3.9 eV. Its HOMO energy is -0.13 eV. Its energy above the lowest of the compared OMol25 structures with the same formula, charge and spin is 0.501 eV. As for the energy: -71896.2173 eV.


2.
C29H47Ge3N4RuSe as an isolated structure, computed with the ωB97M-V functional and the def2-TZVPD basis.

Positions of all 85 atoms, in Å:
Ru -0.7557 0.6268 -0.2932
N -1.8469 -0.8326 0.7611
C -3.2955 -0.4693 0.8554
C -3.4463 1.0331 0.9154
N -2.6492 1.6078 -0.2015
H -1.8002 -1.7365 0.3076
H -1.4470 -0.9675 1.6883
H -3.7615 -0.9519 1.7139
H -3.7794 -0.8496 -0.0456
H -3.0655 1.4393 1.8526
H -4.4964 1.3168 0.8423
H -2.5658 2.6139 -0.0678
H -3.1634 1.4837 -1.0718
N 3.3290 -0.4668 0.4019
C 2.3618 0.2549 -0.1598
N 1.2043 -0.4008 -0.2206
C 1.4767 -1.6766 0.3153
C 0.6941 -2.8248 0.4293
C 1.2681 -3.9447 0.9973
C 2.5994 -3.9457 1.4428
C 3.3988 -2.8301 1.3080
C 2.8071 -1.7107 0.7336
H 4.2819 -0.1596 0.5330
H 2.5141 1.2640 -0.5050
H -0.3154 -2.8779 0.0443
H 0.6839 -4.8500 1.0939
H 3.0079 -4.8439 1.8851
H 4.4332 -2.8315 1.6250
C -2.7311 2.2029 5.1077
Ge -0.8548 1.6893 5.1446
C -0.4251 0.3536 6.4834
C 0.2898 3.2606 5.2396
C -0.6273 0.7119 3.3748
Se -0.3355 1.8502 1.8265
C 1.5512 2.1653 2.1277
H -2.9971 2.7135 6.0331
H -3.3784 1.3298 5.0150
H -2.9362 2.8908 4.2851
H -0.5779 0.7726 7.4781
H 0.6165 0.0423 6.4056
H -1.0643 -0.5239 6.3880
H 0.0049 3.8211 6.1308
H 0.1527 3.9278 4.3874
H 1.3434 3.0015 5.3434
H -1.5982 0.2327 3.2306
H 0.1511 -0.0536 3.3880
H 1.6243 2.7853 3.0149
H 1.9582 2.7022 1.2754
H 2.0627 1.2203 2.2900
C 3.3323 -2.3536 -2.7172
Ge 1.5759 -2.3713 -3.5444
C 0.5010 -3.9321 -3.1311
C 1.5600 -1.8926 -5.4262
Ge 0.4230 -0.3435 -2.5927
C 1.0974 1.4606 -2.6560
C 0.5091 2.3415 -1.7403
C 1.0839 3.5713 -1.4506
C 2.2658 3.9315 -2.0901
C 2.8587 3.0693 -3.0050
C 2.2887 1.8293 -3.2743
C -1.5399 -0.2605 -2.4224
C -2.1768 0.7549 -3.1679
C -3.4519 0.5724 -3.6775
C -4.1138 -0.6348 -3.4644
C -3.4933 -1.6716 -2.7650
C -2.2157 -1.4899 -2.2730
H 3.9530 -3.0845 -3.2392
H 3.2780 -2.6501 -1.6704
H 3.8167 -1.3816 -2.8095
H 0.9987 -4.7934 -3.5819
H -0.4913 -3.8587 -3.5741
H 0.4288 -4.1112 -2.0605
H 2.0572 -2.6974 -5.9713
H 2.1014 -0.9689 -5.6255
H 0.5437 -1.8072 -5.8089
H -0.5386 2.1947 -1.3852
H 0.6042 4.2602 -0.7655
H 2.7144 4.8954 -1.8890
H 3.7689 3.3654 -3.5098
H 2.7781 1.1590 -3.9714
H -1.6648 1.6925 -3.3567
H -3.9257 1.3584 -4.2510
H -5.1092 -0.7799 -3.8648
H -4.0018 -2.6183 -2.6365
H -1.7170 -2.3212 -1.7815

Its charge is +3. The orbital gap is 7.8 eV. Its HOMO energy is -16.89 eV. Its energy above the lowest of the compared OMol25 structures with the same formula, charge and spin is 0.000 eV. As for the energy: -274249.7156 eV.


3.
A 6-piece molecular cluster, C29H47NO16P2Si overall in a non-equilibrium geometry, computed with the ωB97M-V functional and the def2-TZVPD basis.

Positions of all 96 atoms, in Å:
C -4.0110 4.4032 0.1860
C -3.9472 3.3398 1.4712
C -3.4543 3.9100 2.9286
C -3.3546 2.8127 4.1711
C -3.7884 1.2396 3.9037
C -4.2812 0.7192 2.4147
C -4.6870 -0.8473 2.0506
Si -3.1120 -1.7229 1.2922
P -1.2431 -0.7223 1.9739
N 0.0303 -1.4695 1.2731
P -3.1055 -1.7074 -0.9303
C -1.4069 -2.4331 -1.5472
O -4.2782 -2.8764 -1.5365
C -4.3875 1.7906 1.1358
H -3.1261 4.0548 -0.5329
H -3.7840 5.5120 0.5376
H -5.0628 4.3279 -0.3598
H -3.1850 5.0557 3.0669
H -2.9631 3.2395 5.1976
H -3.7273 0.5047 4.8266
H -5.5075 -0.8119 1.2110
H -5.0176 -1.4346 3.0083
H -3.0862 -3.1428 1.6910
H -1.3610 0.6802 1.5904
H -1.1824 -0.7964 3.4345
H 0.6449 -1.8177 2.0653
H -0.5144 -1.6880 -1.4003
H -1.4369 -2.7019 -2.6947
H -1.2063 -3.4145 -0.9088
H -4.5285 -2.6451 -2.4980
H -4.7438 1.4252 0.0570
C -1.0253 2.3277 -5.8420
C -2.1502 1.7572 -5.0026
C -1.6846 1.1179 -3.7296
O -2.7020 0.1655 -3.4761
C -3.2299 -0.1681 -4.6926
O -3.9945 -1.0985 -4.8814
O -2.7830 0.6775 -5.6699
H -1.4232 2.7523 -6.7698
H -0.4858 3.1114 -5.3019
H -0.3152 1.5471 -6.1364
H -2.9070 2.5278 -4.8121
H -1.6122 1.8343 -2.9062
H -0.7303 0.5886 -3.8276
C -1.4520 -6.0305 1.2062
C -0.9086 -7.1058 0.2876
C -1.8243 -7.4427 -0.8499
O -1.4703 -8.7833 -1.1403
C -0.9945 -9.3177 0.0249
O -0.7755 -10.5038 0.2013
O -0.8010 -8.3460 0.9674
H -0.7553 -5.8502 2.0317
H -1.6073 -5.0907 0.6680
H -2.3999 -6.3393 1.6607
H 0.0905 -6.8276 -0.0693
H -1.6592 -6.8022 -1.7210
H -2.8863 -7.4145 -0.5818
C -1.9110 9.4746 -0.1500
C -1.1962 8.5713 -1.1342
C -1.6504 8.7491 -2.5513
O -1.3780 7.4809 -3.1207
C -1.4436 6.5763 -2.0973
O -1.4521 5.3664 -2.2452
O -1.5029 7.2089 -0.8864
H -1.5595 9.2779 0.8684
H -1.7377 10.5296 -0.3821
H -2.9900 9.2847 -0.1490
H -0.1106 8.6963 -1.0412
H -1.0937 9.5338 -3.0715
H -2.7235 8.9490 -2.6465
C 4.6618 -2.2254 0.4169
C 4.3723 -1.4885 -0.8748
C 4.5643 -0.0055 -0.7760
O 3.6821 0.4837 -1.7706
C 2.6864 -0.4453 -1.8938
O 1.6533 -0.2710 -2.5169
O 3.0011 -1.5939 -1.2218
H 4.4752 -3.2972 0.2913
H 5.7012 -2.0856 0.7286
H 4.0016 -1.8868 1.2230
H 4.9627 -1.9167 -1.6940
H 5.5936 0.2962 -0.9903
H 4.2633 0.4127 0.1910
C 7.4524 -3.0419 5.2878
C 8.2206 -2.7563 4.0136
C 8.7142 -1.3448 3.9138
O 8.7916 -1.1466 2.5133
C 7.8654 -1.9824 1.9536
O 7.5184 -1.9448 0.7856
O 7.3769 -2.8631 2.8786
H 7.0927 -4.0763 5.2892
H 8.0791 -2.8885 6.1714
H 6.5654 -2.4038 5.3674
H 9.0386 -3.4775 3.8965
H 9.6962 -1.2133 4.3774
H 8.0203 -0.6065 4.3310

Its charge is 0. The orbital gap is 7.7 eV. As for the SMILES: Cc1cccc(C[Si@H]([PH2]=N)P(C)O)c1.C[C@@H]1COC(=O)O1.C[C@@H]1COC(=O)O1.C[C@@H]1COC(=O)O1.C[C@@H]1COC(=O)O1.C[C@@H]1COC(=O)O1. Its HOMO energy is -7.63 eV. Its energy above the lowest of the compared OMol25 structures with the same formula, charge and spin is 10.063 eV. As for the energy: -91531.2076 eV.


4.
C29H48CaCl2N3O4SSi as an isolated structure in a non-equilibrium geometry, computed with the ωB97M-V functional and the def2-TZVPD basis.

Positions of all 89 atoms, in Å:
C 0.6807 4.6792 0.2081
C 2.1070 4.4771 0.6255
H 0.0812 4.9897 1.0726
H 0.2482 3.7608 -0.2084
H 0.6387 5.4688 -0.5590
C 2.8153 5.4203 1.2896
C 2.2633 6.6654 1.8851
H 3.8979 5.3314 1.3616
H 1.3465 6.4783 2.4585
H 2.0148 7.4255 1.1303
H 2.9886 7.1171 2.5750
Ca -0.8161 -0.7259 -0.5244
Cl 0.3771 0.5402 -2.3223
C 1.5715 -2.5462 -1.3405
O 0.6966 -2.4474 -0.4206
N 2.6268 -3.3446 -1.2575
C 2.8998 -4.0825 -0.0197
C 3.6996 -3.2230 -2.2401
H 1.4980 -1.9421 -2.2533
H 1.9749 -4.5217 0.3674
H 3.3389 -3.4308 0.7518
H 3.6261 -4.8625 -0.2673
H 3.2537 -3.0724 -3.2263
H 4.3002 -4.1351 -2.2197
H 4.3529 -2.3667 -2.0233
H -3.2274 -5.9264 0.2823
H -4.3953 -5.7545 -2.3934
C -3.8253 -5.0067 0.3830
C -4.8591 -4.9049 -1.8654
N -3.9397 -4.3121 -0.8983
H -3.3794 -4.3522 1.1353
C -3.0765 -3.3398 -1.2471
O -2.2843 -2.7716 -0.4842
H -5.1639 -4.1533 -2.6009
H -3.1376 -3.0683 -2.3139
H -4.8352 -5.3055 0.6859
H -5.7394 -5.2791 -1.3244
H -5.6411 1.6334 2.5554
H -1.9167 2.0383 2.6109
C -5.0121 0.9704 3.1652
C -2.5214 1.4214 3.2800
N -3.6755 0.8376 2.5717
H -5.4907 -0.0152 3.2318
C -3.4970 0.1584 1.4449
O -2.4034 0.1151 0.8174
H -1.8925 0.6278 3.6933
H -4.3868 -0.3865 1.0691
H -4.9016 1.4043 4.1634
H -2.9076 2.0418 4.0869
O 1.9376 2.0140 0.3891
C 2.7448 3.1705 0.1192
C 4.6567 3.1493 1.8559
C 4.2041 2.9992 0.5440
H 3.9556 3.4945 2.6436
C 6.0123 2.9291 2.1542
H 2.7250 3.2880 -0.9805
C 5.0894 2.6703 -0.4739
H 6.3557 3.0514 3.1841
C 6.8946 2.5673 1.1321
C 6.4377 2.5003 -0.1897
H 4.6755 2.5934 -1.4819
H 7.9442 2.4014 1.3779
H 7.1176 2.3195 -1.0170
Si 2.1000 1.1723 1.9589
Cl 1.3863 2.8454 3.0234
C 3.2920 0.7782 3.4484
C 3.2320 -0.0815 0.8597
C 0.5617 0.0848 2.1078
H 4.3535 0.8902 3.2022
H 3.1064 -0.2777 3.6888
H 3.1164 1.3610 4.3702
H 0.2748 -0.0501 3.1593
H 0.7093 -0.9195 1.6833
H -0.2786 0.5958 1.6072
H 4.2488 0.2945 0.6733
H 2.7860 -0.1828 -0.1418
H 3.3277 -1.0869 1.2884
S -2.4624 -1.2637 -3.8556
C -4.0144 -1.6370 -4.3413
C -4.2367 -2.3023 -5.5804
C -5.5342 -2.5857 -5.9798
C -6.6405 -2.2063 -5.1949
C -6.4122 -1.5407 -3.9823
C -5.1287 -1.2548 -3.5452
H -3.3635 -2.6093 -6.1659
H -5.6996 -3.0904 -6.9320
H -7.6590 -2.4159 -5.5334
H -7.2566 -1.2683 -3.3581
H -4.9324 -0.7227 -2.6094

Its charge is -1. The orbital gap is 5.5 eV. Its HOMO energy is -3.59 eV. Its energy above the lowest of the compared OMol25 structures with the same formula, charge and spin is 0.156 eV. As for the energy: -105715.3781 eV.


5.
C29H48Cl2N3O4RuSiTe as an isolated structure in a non-equilibrium geometry, computed with the ωB97M-V functional and the def2-TZVPD basis.

Positions of all 89 atoms, in Å:
C -4.9129 0.4814 2.0647
C -5.6692 -0.6504 1.4451
H -5.4706 1.4228 1.9998
H -3.9434 0.6120 1.5615
H -4.7111 0.2826 3.1308
C -6.9886 -0.6401 1.2085
C -7.9138 0.4471 1.6343
H -7.4493 -1.4725 0.6775
H -7.5076 1.4507 1.4660
H -8.1862 0.3736 2.6965
H -8.8462 0.3595 1.0594
Ru 2.7031 1.4333 -0.0136
Cl 0.6544 1.3015 1.0056
C 2.1328 -1.4899 0.0068
O 2.4804 -0.5356 -0.7518
N 1.8228 -2.6803 -0.5044
C 1.6881 -2.8675 -1.9426
C 1.5367 -3.8067 0.3726
H 2.0724 -1.3827 1.1060
H 2.1911 -2.0502 -2.4680
H 0.6249 -2.8908 -2.2342
H 2.1374 -3.8273 -2.2194
H 1.8515 -3.5431 1.3859
H 2.0898 -4.6921 0.0421
H 0.4643 -4.0482 0.3857
H 6.9643 0.2246 -3.2311
H 8.6218 1.3732 -1.4223
C 6.5169 1.2285 -3.2330
C 7.9503 2.2429 -1.4755
N 6.6138 1.8401 -1.9139
H 5.4703 1.1623 -3.5341
C 5.5769 1.8811 -1.0772
O 4.4399 1.4060 -1.3598
H 7.8827 2.7027 -0.4839
H 5.7752 2.3638 -0.0979
H 7.0744 1.8379 -3.9509
H 8.3786 2.9660 -2.1786
H -0.2894 5.1378 -0.6470
H -1.2804 2.5923 -1.1208
C 0.1283 5.0835 -1.6645
C -0.9829 2.9148 -2.1288
N 0.2374 3.6981 -2.0932
H 1.1176 5.5487 -1.6732
C 1.4393 3.1020 -2.1784
O 1.6427 1.8776 -2.0340
H -0.8439 2.0313 -2.7624
H 2.2663 3.8114 -2.3724
H -0.5473 5.6184 -2.3475
H -1.7782 3.5484 -2.5347
O -4.1075 -1.4174 -0.1769
C -4.7954 -1.8160 1.0095
C -6.2173 -3.5064 -0.3221
C -5.5562 -3.1314 0.8484
H -6.1685 -2.8701 -1.2080
C -6.9668 -4.6904 -0.3293
H -4.0651 -1.9451 1.8260
C -5.6288 -3.9272 1.9958
H -7.4881 -4.9968 -1.2384
C -7.0700 -5.4652 0.8308
C -6.3952 -5.0842 1.9979
H -5.1087 -3.5809 2.8877
H -7.6807 -6.3728 0.8316
H -6.4773 -5.6787 2.9072
Si -2.7258 -1.7937 -1.0595
Cl 2.6433 3.7381 0.2977
C -3.2379 -1.7880 -2.8634
C -2.2139 -3.5222 -0.5528
C -1.4914 -0.4706 -0.6423
H -4.1426 -2.3925 -3.0177
H -2.4482 -2.2017 -3.5066
H -3.4532 -0.7705 -3.2156
H -1.9349 0.5169 -0.8326
H -0.5411 -0.5105 -1.1913
H -1.2405 -0.5116 0.4244
H -3.0630 -4.2187 -0.6421
H -1.8802 -3.5442 0.4940
H -1.3980 -3.9222 -1.1734
Te 3.9947 0.9273 2.0379
C 5.4034 2.3802 2.8041
C 5.7045 3.5916 2.1678
C 6.6876 4.4356 2.7124
C 7.3348 4.0914 3.9029
C 7.0011 2.8949 4.5598
C 6.0362 2.0342 4.0148
H 5.1510 3.8698 1.2725
H 6.9521 5.3658 2.2100
H 8.0936 4.7520 4.3322
H 7.4962 2.6494 5.5014
H 5.7725 1.1016 4.5062

Its charge is 0. The orbital gap (alpha / beta) is 4.7 / 4.5 eV. Its HOMO energy (alpha / beta) is -4.40 / -6.82 eV. As for the energy: -86307.2848 eV. As for the spin multiplicity: 6.


Question: Number 5 is which compound?
Answer: C29H48Cl2N3O4RuSiTe


Question: Number 1 is which compound?
Answer: C29H47CsFNO10PSb


Question: Which value of energy does entry 5 give?
Answer: -86307.2848 eV


Question: Which of these has the lowest charge?
Answer: C29H47CsFNO10PSb